{
  "formula": "C17H37F9NOPS",
  "method": "ωB97M-V/def2-TZVPD",
  "species": ["C", "C", "O", "P", "C", "C", "C", "F", "F", "C", "F", "F", "S", "F", "F", "F", "F", "F", "H", "H", "H", "H", "H", "H", "H", "H", "H", "H", "H", "H", "H", "C", "C", "C", "C", "N", "C", "C", "C", "C", "C", "C", "C", "H", "H", "H", "H", "H", "H", "H", "H", "H", "H", "H", "H", "H", "H", "H", "H", "H", "H", "H", "H", "H", "H", "H", "H"],
  "positions_angstrom": [[0.708688, -3.247657, -2.869976], [0.265015, -2.288427, -1.771161], [-0.547827, -1.296368, -2.307636], [-1.638247, -0.468248, -1.149197], [-2.784855, -0.007461, -2.589534], [-4.018788, -0.891313, -2.773163], [-5.137663, -0.611690, -1.798172], [-5.330600, 0.738270, -1.699288], [-4.893307, -1.047343, -0.547856], [-6.560261, -1.120405, -2.240879], [-6.742089, -0.887941, -3.543067], [-7.493874, -0.429699, -1.575779], [-6.968562, -2.956920, -1.897764], [-6.932903, -3.330317, -3.442549], [-8.522390, -2.642658, -2.032939], [-7.024002, -2.649471, -0.343970], [-5.435827, -3.352047, -1.791016], [-7.341221, -4.459550, -1.578258], [1.550391, -3.853695, -2.514267], [-0.093423, -3.938907, -3.133615], [1.034085, -2.692809, -3.751132], [1.170406, -1.836276, -1.312688], [-0.282765, -2.850248, -0.997140], [-2.316580, -1.741740, -0.918206], [-0.651894, -0.787544, -0.062222], [-0.883704, 0.796106, -1.380329], [-2.490884, 0.180651, -0.164300], [-2.176182, -0.153583, -3.485508], [-3.024950, 1.057943, -2.547928], [-3.710137, -1.932648, -2.657160], [-4.418903, -0.769994, -3.781632], [3.870476, 1.377365, 4.880242], [4.837252, 0.984933, 3.768034], [4.708082, 1.822573, 2.486734], [3.311165, 2.132564, 1.958154], [2.561815, 1.076196, 1.156342], [2.476005, 1.473041, -0.301164], [3.842106, 1.122195, -0.860160], [4.228459, -0.176417, -0.128691], [3.264145, -0.260047, 1.059794], [1.171590, 0.863898, 1.713770], [0.164613, 1.957375, 1.428714], [0.248815, 3.298221, 2.149883], [2.827952, 1.216065, 4.600072], [4.055040, 0.775603, 5.769333], [3.988619, 2.426419, 5.159202], [4.740182, -0.083675, 3.568985], [5.859938, 1.111632, 4.128951], [5.347211, 1.416374, 1.701575], [5.129453, 2.806852, 2.711924], [3.372943, 3.002868, 1.308169], [2.666696, 2.410313, 2.787070], [1.682758, 0.868464, -0.748746], [2.215961, 2.524606, -0.378713], [4.559974, 1.915178, -0.640876], [3.807025, 1.005201, -1.940446], [5.271195, -0.167513, 0.183475], [4.096434, -1.047685, -0.767067], [3.718811, -0.510400, 2.009128], [2.486958, -0.993221, 0.857016], [1.272964, 0.654882, 2.781269], [0.802110, -0.038123, 1.222993], [-0.783204, 1.480022, 1.690263], [0.131380, 2.075890, 0.344927], [0.355616, 3.171004, 3.230188], [-0.668857, 3.857053, 1.974056], [1.071568, 3.922283, 1.793930]],
  "forces_ev_per_angstrom": [[0.2173, -0.1649, 0.3207], [-0.1692, 0.1574, -0.4303], [-0.0045, -0.0624, 0.1144], [0.1050, 0.2418, 0.1845], [0.2629, -0.1206, -0.2746], [0.2111, -0.0837, 0.0256], [-0.0489, 0.2282, -0.3359], [-0.0262, 0.0996, -0.0423], [-0.0167, -0.0650, 0.1189], [-0.0499, -0.0366, 0.2834], [-0.0142, 0.0023, -0.0537], [0.0267, -0.0379, 0.0902], [0.0038, -0.0487, -0.1594], [0.0687, 0.0089, -0.0329], [-0.0085, 0.0437, 0.0144], [0.0090, -0.0112, -0.0413], [-0.0102, 0.0378, 0.0826], [0.0006, -0.0353, 0.0215], [-0.0310, -0.0010, -0.0574], [-0.0399, 0.1695, -0.1490], [-0.0826, -0.0316, -0.0034], [-0.0302, -0.1014, 0.1499], [0.1907, 0.0569, 0.1303], [0.1530, -0.0342, -0.0042], [-0.0606, -0.0567, 0.0533], [-0.0129, -0.0120, -0.0227], [0.1123, 0.0887, 0.0003], [-0.0291, 0.0748, 0.0202], [-0.1061, -0.0754, 0.1861], [-0.1254, -0.0049, -0.0135], [-0.0527, -0.0231, 0.0594], [0.0556, -0.0198, 0.0036], [-0.0634, -0.0208, 0.0293], [0.0998, -0.0446, 0.0629], [0.0381, 0.0959, -0.0390], [-0.0499, -0.1009, -0.1196], [0.0581, -0.0800, -0.0849], [0.0799, 0.0058, 0.0632], [0.0536, 0.0415, -0.0080], [0.0375, -0.1515, -0.0437], [-0.0792, -0.1411, 0.1746], [-0.1799, -0.1248, -0.0677], [0.2030, -0.0657, -0.0553], [-0.0022, 0.0006, 0.0073], [0.0085, 0.0236, 0.0154], [-0.0333, 0.0119, -0.0219], [-0.0271, 0.0052, -0.0270], [0.0091, -0.0034, -0.0169], [-0.0177, -0.0177, -0.0116], [-0.0498, 0.0302, -0.0286], [0.0121, -0.0025, -0.0064], [-0.0450, -0.0422, -0.0234], [-0.0180, 0.0071, -0.0002], [-0.0732, -0.0146, 0.0085], [-0.0061, 0.0088, 0.0029], [-0.0439, -0.0033, -0.0008], [-0.0034, 0.0207, 0.0245], [-0.0664, 0.0052, -0.0021], [0.0158, 0.0627, 0.0201], [-0.0455, 0.0392, -0.0190], [0.1466, 0.0471, 0.0007], [-0.1019, 0.0481, -0.0115], [-0.0666, 0.0406, -0.1363], [-0.3119, 0.1375, 0.0304], [0.0118, 0.0072, 0.0005], [-0.0082, -0.0046, 0.0062], [0.0209, -0.0041, 0.0386]],
  "mulliken_charge": [-1.45, 0.45, -0.50, 0.80, -1.39, -0.83, 1.18, -0.36, -0.28, 0.39, -0.28, -0.28, 1.36, -0.31, -0.32, -0.30, -0.31, -0.29, 0.41, 0.33, 0.31, -0.41, 0.38, -0.08, -0.26, -0.40, -0.08, 0.34, 0.45, 0.32, 0.53, -1.22, -0.33, -0.98, -0.68, 0.82, -0.72, -0.64, -0.84, -0.44, -0.40, -0.07, -1.47, 0.26, 0.41, 0.31, 0.29, 0.40, 0.17, 0.52, 0.17, 0.59, 0.12, 0.52, 0.26, 0.52, 0.34, 0.40, 0.03, 0.55, 0.34, -0.02, 0.46, 0.18, 0.31, 0.47, 0.27],
  "total_energy_ha": -2438.04042,
  "gap_ev": 6.4,
  "e_lumo_ev": -0.08,
  "charge": 0
}